Molecular formula: C28H38Cl3F24LiO10
Method: DFT, ωB97M-V/def2-TZVPD

```
104
Properties=species:S:1:pos:R:3:forces:R:3
Li 18.469 18.685 19.382 0.07 0.48 -0.10
Cl 18.294 23.592 18.071 -2.12 0.75 0.39
O 17.173 22.835 18.546 -0.50 -1.79 1.09
O 17.904 23.988 16.762 0.81 0.84 -1.36
O 18.456 24.697 18.957 0.50 1.03 0.19
O 19.491 22.830 18.061 1.35 -1.28 -0.19
C 14.316 29.782 23.202 0.75 1.25 0.67
C 15.403 29.390 24.260 -1.07 1.34 -1.52
C 16.844 29.457 23.748 0.80 -1.92 -1.58
F 17.220 30.630 23.244 -0.74 1.53 -0.11
F 17.742 29.157 24.681 0.27 -0.27 1.65
F 15.273 30.279 25.251 -0.04 0.92 0.89
F 15.080 28.219 24.784 0.48 -1.52 0.19
O 14.618 29.298 21.927 -0.14 -1.90 -0.66
C 13.914 29.795 20.852 -0.49 -0.12 2.35
C 13.946 28.822 19.705 2.92 -1.26 -0.05
F 13.441 27.606 19.973 -0.86 0.17 0.44
F 13.433 29.321 18.612 -1.60 0.85 -1.19
F 12.655 30.137 21.199 -0.51 -0.31 0.05
F 14.508 30.923 20.542 0.64 1.58 -1.36
H 14.367 30.871 23.168 -0.20 0.17 0.13
H 13.337 29.479 23.574 0.08 -0.20 -0.01
H 17.037 28.744 22.947 -0.66 -0.34 -0.13
H 14.998 28.652 19.473 0.36 -0.01 0.27
C 16.619 28.683 10.697 1.95 -0.32 -0.73
C 15.615 27.513 10.555 0.53 1.21 -0.55
C 16.245 26.135 10.214 0.10 0.67 3.12
F 15.346 25.155 10.153 -1.05 -0.26 0.16
F 16.918 26.113 9.116 1.35 0.58 -2.78
F 15.013 27.408 11.750 -0.71 -0.44 0.35
F 14.708 27.828 9.609 -0.45 -0.01 -0.08
O 16.041 29.973 10.773 0.27 1.21 1.34
C 16.646 30.893 11.697 -1.06 -1.39 -1.09
C 18.102 31.358 11.330 -0.16 1.49 0.50
F 19.038 30.475 11.584 0.82 -2.20 0.49
F 18.203 31.662 10.031 -0.69 -0.06 -0.92
F 15.876 31.975 11.715 -0.10 0.44 -0.71
F 16.542 30.393 12.935 0.94 -0.36 0.20
H 17.331 28.732 9.873 -0.36 -0.44 -0.67
H 17.323 28.473 11.501 -0.54 -0.08 0.67
H 16.935 25.942 11.036 0.07 -0.35 0.31
H 18.442 32.246 11.863 -0.89 0.31 0.42
C 24.199 24.841 13.179 0.62 -1.26 -0.15
C 24.706 26.121 13.831 -0.87 -1.76 1.50
C 24.657 26.111 15.456 -0.94 0.25 -1.36
F 25.356 25.090 15.983 0.02 -0.31 -0.33
F 25.180 27.247 15.923 0.65 0.68 -0.14
F 25.951 26.392 13.472 0.90 0.42 -0.44
F 23.868 27.050 13.389 -0.44 1.98 0.06
O 24.368 24.746 11.731 -0.91 1.59 0.09
C 23.601 25.623 10.859 1.22 -2.94 1.30
C 23.570 24.788 9.545 1.17 -0.15 -1.67
F 22.847 23.665 9.601 -0.55 -0.52 1.36
F 23.040 25.444 8.500 -0.51 1.47 -0.17
F 22.342 25.726 11.303 0.24 0.90 0.08
F 24.245 26.798 10.752 -1.00 -0.46 -0.31
H 23.180 24.586 13.470 -0.18 0.55 -0.08
H 24.794 24.031 13.599 0.20 -0.15 -0.41
H 23.625 26.118 15.808 -0.17 -0.55 -0.11
H 24.549 24.479 9.178 0.50 0.27 0.79
C 24.959 15.243 21.125 0.13 -1.62 -0.54
C 25.385 16.685 21.129 -0.29 0.25 1.04
C 24.019 17.410 21.088 0.55 -0.67 -0.31
O 23.120 16.497 20.417 0.25 -0.67 -0.44
C 23.825 15.228 20.132 -0.16 1.34 0.08
H 24.593 14.786 22.044 0.14 0.61 0.42
H 25.752 14.582 20.776 0.16 -0.02 0.02
H 26.053 16.863 20.287 -0.34 0.26 -0.20
H 25.952 16.928 22.028 -0.04 0.15 0.02
H 24.088 18.375 20.586 -0.23 -0.10 -0.30
H 23.625 17.586 22.088 0.09 -0.04 0.14
H 24.223 15.239 19.117 -0.09 0.23 -0.23
H 23.159 14.368 20.200 -0.25 0.30 0.27
C 19.152 18.752 26.033 0.55 -0.48 1.99
C 18.841 20.254 26.046 0.26 -0.42 -0.22
C 18.810 20.507 24.552 -0.55 1.15 -0.17
O 18.746 19.257 23.852 0.23 0.22 -0.44
C 18.482 18.243 24.819 -0.80 0.41 -0.46
H 18.772 18.230 26.912 0.02 0.07 0.19
H 20.216 18.520 25.988 0.14 0.31 -0.05
H 19.574 20.931 26.485 0.17 -0.47 0.29
H 17.888 20.488 26.520 -0.07 -0.28 -0.05
H 19.669 21.120 24.279 0.27 -0.53 -0.50
H 17.949 21.143 24.347 -0.26 -0.21 -0.50
H 18.778 17.250 24.480 0.38 0.22 -0.20
H 17.407 18.195 24.993 -0.35 -0.04 0.00
C 19.843 17.525 12.670 0.86 -0.42 -0.22
C 18.666 18.463 12.557 -0.13 -0.06 0.68
C 17.917 18.037 13.813 -0.28 -0.17 -0.28
O 18.938 17.827 14.835 -0.87 0.03 -0.41
C 20.159 17.507 14.161 -0.03 0.85 -0.87
H 20.729 17.847 12.123 -0.07 -0.08 -0.18
H 19.630 16.488 12.408 -0.39 0.14 -0.54
H 18.085 18.410 11.637 0.01 -0.19 0.11
H 18.974 19.497 12.710 0.18 0.07 -0.18
H 17.375 17.111 13.619 0.14 -0.40 0.08
H 17.130 18.745 14.073 0.47 0.27 0.71
H 20.579 16.533 14.411 -0.12 0.11 0.58
H 20.869 18.320 14.310 0.21 -0.14 0.66
C 12.098 23.471 23.015 -0.12 0.45 0.24
Cl 12.697 22.853 24.586 -0.15 -0.15 -0.59
Cl 10.651 24.483 23.279 0.25 -0.06 -0.12
H 12.894 24.089 22.601 -0.25 -0.10 0.02
H 11.789 22.691 22.319 0.30 -0.13 0.44
```
Forces are in eV/Å.

DFT total energy = -153106.51238 eV
Strongest force on any atom = 0.0669 hartree/bohr
Orbital gap = 5.37 eV
HOMO energy = -0.3005 hartree